{"formula": "C5H4O2", "method": "the ωB97M-V functional and the def2-TZVPD basis", "elements": ["O", "C", "O", "C", "C", "C", "C", "H", "H", "H", "H"], "positions_angstrom": [[0.37796, -1.13344, -2.39838], [0.12137, -0.43773, -1.45553], [1.04670, 0.53539, -1.07492], [1.15436, 0.87625, 0.22427], [0.31509, 0.41003, 1.16718], [-0.84619, -0.32276, 0.72819], [-1.03536, -0.56398, -0.58490], [1.99246, 1.54394, 0.39712], [0.47947, 0.64198, 2.21178], [-1.55485, -0.71260, 1.45066], [-1.91544, -1.05187, -0.98694]], "forces_ev_per_a": [[-0.2, 0.5, 0.0], [0.0, -0.3, -0.3], [0.0, -0.1, 0.1], [-0.1, -0.1, 0.2], [0.1, 0.0, -0.1], [0.0, 0.0, -0.1], [0.2, -0.3, 0.2], [-0.1, -0.1, 0.0], [0.0, 0.0, -0.2], [-0.1, 0.4, 0.0], [0.2, -0.1, 0.1]], "de_lowest_kj_mol": 22.4, "smiles": "O=c1cccco1", "homo_lumo_gap_ev": 9.46, "energy_ev": -9343.950, "charge": 0, "multiplicity": 1, "homo_ev": -9.18}

---

{"formula": "C3H2NO3", "method": "the ωB97M-V functional and the def2-TZVPD basis", "elements": ["C", "C", "C", "N", "O", "O", "O", "H", "H"], "positions_angstrom": [[-1.66936, 0.02056, -0.06538], [1.24557, -0.25778, 0.03339], [0.13946, 0.41491, 0.64122], [-0.97316, 1.03781, -0.20468], [1.11789, -0.32902, -1.30939], [-2.30929, -0.97473, -0.05258], [2.24820, -0.60145, 0.66369], [0.03245, 0.55889, 1.67965], [0.16825, 0.13080, -1.38591]], "forces_ev_per_a": [[1.3, -1.0, 0.2], [-1.0, 1.8, 2.0], [0.1, -0.8, -0.3], [-0.7, 0.1, -0.4], [-2.3, 0.8, -1.0], [-0.5, 0.7, 0.0], [0.1, -0.6, -0.8], [0.2, 0.2, 0.9], [2.7, -1.2, -0.5]], "de_lowest_kj_mol": 178.8, "homo_lumo_gap_ev": 6.59, "energy_ev": -10775.917, "charge": -1, "multiplicity": 1, "homo_ev": -2.66}

---

{"formula": "H5NS2", "method": "the ωB97M-V functional and the def2-TZVPD basis", "elements": ["N", "H", "H", "H", "S", "S", "H", "H"], "positions_angstrom": [[1.10898, -2.77108, 1.14753], [0.37552, -2.36766, 0.58985], [1.73874, -3.36229, 0.62141], [0.78290, -3.34458, 1.90908], [-1.83165, 3.67412, -0.93952], [-0.00508, 2.80399, -1.34399], [-2.62735, 3.03402, -1.82379], [0.45793, 2.33348, -0.16057]], "forces_ev_per_a": [[0.8, -0.1, 0.4], [-0.1, -0.3, -0.1], [-0.2, 0.3, -0.4], [-0.5, 0.2, 0.0], [-0.1, 0.3, 0.3], [0.5, 0.0, -0.5], [0.4, -0.3, 0.2], [-0.8, 0.1, 0.0]], "de_lowest_kj_mol": 25.2, "smiles": "SS.N", "homo_lumo_gap_ev": 9.38, "energy_ev": -23241.356, "charge": 0, "multiplicity": 1, "homo_ev": -9.07}

---

{"formula": "H36O18", "method": "the ωB97M-V functional and the def2-TZVPD basis", "elements": ["O", "H", "H", "O", "H", "H", "O", "H", "H", "O", "H", "H", "O", "H", "H", "O", "H", "H", "O", "H", "H", "O", "H", "H", "O", "H", "H", "O", "H", "H", "O", "H", "H", "O", "H", "H", "O", "H", "H", "O", "H", "H", "O", "H", "H", "O", "H", "H", "O", "H", "H", "O", "H", "H"], "positions_angstrom": [[-4.17486, -0.44310, 2.19019], [-4.79212, -0.49072, 2.76768], [-4.19856, -1.32826, 1.69804], [-2.86268, 3.99584, -0.59187], [-3.31368, 3.37245, -0.24724], [-2.05165, 3.63687, -0.65981], [5.68689, 0.84520, 2.40034], [5.81150, 0.41562, 1.59410], [5.44148, 0.41993, 3.13826], [1.35575, 0.30519, 1.53320], [1.97288, 0.61631, 0.72954], [0.43043, 0.47165, 1.19654], [1.82658, -4.19354, 3.19445], [1.55093, -3.24203, 3.10993], [1.20561, -4.62842, 2.60612], [1.23088, 1.51919, -3.97308], [1.37540, 1.06046, -3.17774], [0.68297, 1.03799, -4.51076], [-4.77545, -2.81768, 0.67841], [-4.76974, -2.96319, -0.31645], [-5.27796, -3.70555, 0.68392], [-1.11415, -0.82806, 5.46334], [-1.77857, -1.37918, 5.49160], [-1.76601, -0.17875, 5.70583], [-1.47572, 5.87265, -1.73745], [-2.15717, 5.36709, -1.32769], [-0.79728, 6.13396, -1.16603], [2.26886, -0.79270, -1.22620], [2.11687, -1.61090, -0.97443], [2.62176, -0.27877, -0.51485], [-1.55550, -5.65513, 1.17089], [-1.33831, -5.98619, 0.23558], [-1.15088, -6.21902, 1.95466], [0.66941, 3.24159, 1.30799], [1.03630, 3.86999, 1.72701], [1.47495, 2.59529, 1.44889], [1.03300, -5.79552, 0.02027], [0.50905, -6.42252, 0.63203], [1.86947, -6.11050, 0.29035], [3.78678, 3.32076, -3.31680], [3.52859, 2.49322, -2.87448], [3.31431, 3.40239, -3.99037], [0.62472, 4.05428, -2.65819], [-0.04725, 4.68367, -3.08666], [1.00798, 3.60884, -3.43147], [4.12066, 1.75731, -1.26380], [4.82828, 2.31120, -1.29845], [4.58580, 0.80564, -1.07362], [-1.69487, -0.51326, -1.01061], [-1.10824, -0.69117, -0.43225], [-1.41545, -0.53223, -1.95583], [-4.57115, -1.71271, -2.31572], [-5.48089, -1.82503, -2.22469], [-4.29995, -0.87046, -1.61262]], "forces_ev_per_a": [[6.5, -1.3, -7.0], [-6.5, -0.4, 6.1], [0.0, 1.8, 1.0], [0.7, 7.7, -3.1], [-5.6, -6.6, 3.9], [4.9, -1.7, -0.6], [1.3, 4.9, -2.3], [0.1, -1.8, -1.1], [-1.3, -3.2, 3.4], [0.9, 1.2, -3.1], [-2.5, -0.8, 2.9], [1.5, -0.1, 0.5], [-0.4, 1.5, -0.1], [0.5, -1.3, 0.3], [-0.1, -0.1, -0.2], [2.0, 2.9, 0.2], [0.2, -1.1, 1.6], [-2.0, -1.9, -1.9], [-1.8, -3.4, -2.7], [1.1, 1.8, 0.9], [0.9, 1.7, 1.7], [4.1, 4.3, 0.1], [-4.7, -6.9, -0.4], [0.6, 2.5, 0.3], [-0.4, 0.6, -2.8], [-0.6, -0.3, 0.9], [1.2, 0.3, 1.6], [0.9, 6.0, -3.1], [-1.1, -6.1, 2.3], [0.3, -0.1, 0.5], [1.0, -1.7, 0.7], [-0.2, 0.3, 2.5], [-1.2, 1.4, -3.0], [-0.9, -9.3, -4.0], [3.5, 8.3, 4.8], [-2.7, 1.1, -0.7], [-2.4, -1.6, 1.6], [0.7, 1.7, -1.6], [2.2, -0.1, 0.0], [6.4, -1.5, 9.1], [0.1, 0.5, -0.3], [-6.4, 1.2, -9.2], [-1.3, 1.3, -1.5], [1.2, -1.2, 1.3], [-0.1, -0.1, 0.5], [-1.4, -6.7, 1.4], [3.2, 2.9, -0.2], [-1.8, 3.5, -0.9], [-7.2, 2.3, -7.4], [6.9, -2.1, 5.7], [0.2, -0.2, 1.7], [3.8, 3.7, 2.9], [-2.5, 0.0, 0.3], [-1.2, -3.7, -3.0]], "de_lowest_kj_mol": 1029.0, "homo_lumo_gap_ev": 9.90, "energy_ev": -37431.847, "charge": 0, "multiplicity": 1, "homo_ev": -10.17}

---

E_LUMO (eV)
0.281; 3.934; 0.309; -0.265